Record 1
The following is a quantum chemistry calculation of C37H49BrN2P2PdS as an isolated structure in a non-equilibrium geometry, from OMol25.

XYZ file:
```
93
Properties=species:S:1:pos:R:3:forces:R:3
C 0.6026 -2.1142 -4.2189 -0.246 0.701 -0.163
C 0.2426 -0.7737 -3.9125 -0.316 -0.782 -1.436
C -0.8262 -0.1748 -4.6369 0.704 -0.437 0.058
C -1.4328 -0.9239 -5.6459 0.158 0.035 0.548
N -1.0798 -2.1809 -5.9194 0.055 -0.029 -0.312
C -0.0832 -2.7593 -5.2491 -0.021 0.287 0.434
C 0.9851 -0.0439 -2.9644 -1.216 0.905 3.547
C 1.2491 0.5509 -1.8723 0.594 -1.109 -3.426
C 2.3375 1.4209 -1.4803 0.228 0.341 0.741
C 2.4276 1.8882 -0.1688 -0.034 0.450 0.562
C 3.3161 2.8995 0.1880 -0.222 -0.461 -0.681
C 4.1362 3.3782 -0.8227 0.628 0.534 0.104
C 4.1836 2.8375 -2.1124 -0.502 -0.337 0.209
C 3.2635 1.8448 -2.4446 0.011 0.359 0.396
Pd -0.1341 0.5329 0.0321 -0.183 -0.152 -0.963
P -1.7329 -1.0816 -0.4769 -0.639 -0.546 -0.106
H -1.1425 0.8471 -4.4312 0.194 -0.205 -0.090
H 1.4055 -2.6141 -3.6779 -0.132 0.194 -0.177
H -2.2292 -0.4775 -6.2454 0.174 -0.267 0.130
H 0.1964 -3.7767 -5.5287 -0.218 0.250 -0.001
H 3.1988 1.3989 -3.4337 0.198 0.260 0.085
H 1.7968 1.4632 0.6292 0.443 0.387 -0.596
H 4.8981 3.1991 -2.8429 -0.082 0.032 0.127
H 3.3591 3.3066 1.1948 0.032 -0.087 -0.231
C -2.7033 -1.4068 1.0483 0.121 0.052 0.037
C -4.0750 -2.0614 0.8935 -0.260 -0.192 0.135
H -2.8076 -0.4327 1.5508 0.066 -0.289 -0.059
H -2.0554 -2.0210 1.6934 -0.093 0.178 -0.121
H -4.5280 -2.1607 1.8886 0.053 0.017 -0.254
H -4.7611 -1.4615 0.2831 0.190 -0.113 0.092
H -4.0139 -3.0689 0.4647 -0.010 0.302 0.064
C -2.9062 -0.6399 -1.8234 0.045 0.330 -0.020
C -3.5889 -1.7673 -2.6030 -0.281 -0.154 -0.197
H -2.3177 -0.0278 -2.5253 -0.202 -0.091 0.226
H -3.6659 0.0261 -1.3833 0.271 -0.161 -0.059
H -4.3198 -1.3256 -3.2971 0.233 -0.103 0.196
H -2.8796 -2.3373 -3.2176 -0.102 0.105 0.237
H -4.1440 -2.4631 -1.9591 0.205 0.249 -0.176
C -0.9145 -2.6443 -0.9706 0.223 0.068 0.006
C -1.7205 -3.9383 -0.8408 -0.068 -0.320 -0.084
H -0.0093 -2.7127 -0.3466 -0.191 -0.008 -0.237
H -0.5666 -2.4937 -2.0053 -0.141 -0.028 0.336
H -1.1042 -4.7708 -1.2060 -0.155 0.165 0.123
H -1.9812 -4.1589 0.2027 0.062 0.091 -0.255
H -2.6391 -3.9319 -1.4408 0.309 0.015 0.238
Br 5.2439 4.8528 -0.3844 0.035 -0.160 -0.166
P -1.3060 2.5500 0.2499 0.071 -0.196 -0.033
C -3.1285 2.3897 0.2228 -0.007 -0.209 -0.072
C -3.9127 3.4401 1.0055 -0.314 0.202 0.050
H -3.3622 1.3819 0.6039 0.061 0.359 -0.100
H -3.4268 2.3999 -0.8371 0.117 -0.053 0.229
H -4.9774 3.1819 0.9608 0.197 0.092 0.064
H -3.6259 3.4706 2.0632 -0.051 -0.004 -0.232
H -3.8077 4.4468 0.5808 0.045 -0.287 0.131
C -0.7821 3.2594 1.8491 -0.041 -0.102 0.083
C -0.8369 4.7775 1.9784 -0.009 0.338 0.230
H 0.2485 2.9061 2.0107 -0.251 0.098 -0.021
H -1.4075 2.7793 2.6176 0.179 0.042 -0.156
H -0.4711 5.0508 2.9746 -0.060 0.040 -0.199
H -0.1942 5.2774 1.2443 -0.150 -0.120 0.128
H -1.8562 5.1720 1.8864 0.275 -0.123 -0.026
C -0.8117 3.6593 -1.1117 0.112 -0.032 -0.024
C -1.7521 4.8309 -1.3957 -0.023 0.299 -0.123
H -0.7179 3.0109 -1.9974 -0.003 0.192 0.185
H 0.2045 4.0126 -0.8780 -0.195 -0.129 -0.058
H -1.3451 5.4083 -2.2334 -0.130 -0.080 0.140
H -2.7554 4.4964 -1.6853 0.214 0.061 0.083
H -1.8419 5.5156 -0.5429 0.014 -0.228 -0.210
N 0.9091 -0.2361 1.6497 -0.327 0.065 0.630
S 1.0921 -1.7928 2.0090 0.106 0.319 0.357
C 2.6797 -2.2918 1.3407 0.820 -0.537 -0.075
C 3.5379 -1.3603 0.7610 -0.108 0.105 -0.040
C 4.7205 -1.7834 0.1433 -0.199 -0.207 0.199
C 5.0650 -3.1392 0.1514 -0.160 0.162 0.054
C 4.2190 -4.0728 0.7578 -0.242 0.189 0.145
C 3.0187 -3.6564 1.3412 -0.133 0.300 -0.130
C 1.3372 -1.7582 3.7830 0.248 -0.425 0.961
C 2.0572 -2.7867 4.4051 -0.117 0.250 0.003
C 2.2771 -2.7411 5.7842 -0.167 0.160 -0.174
C 1.8124 -1.6540 6.5360 -0.047 0.008 -0.364
C 1.0694 -0.6433 5.9148 0.049 -0.408 -0.127
C 0.7758 -0.7300 4.5490 0.210 0.098 -0.135
H 1.2435 0.3995 2.3761 0.215 -0.458 -0.112
H 3.2631 -0.3076 0.7810 0.156 -0.245 -0.089
H 5.3691 -1.0488 -0.3373 -0.179 -0.229 0.199
H 5.9949 -3.4705 -0.3143 -0.305 0.107 0.139
H 4.4829 -5.1298 0.7799 -0.056 0.291 -0.038
H 2.3386 -4.3733 1.8000 0.187 -0.017 -0.224
H 2.4445 -3.6049 3.8024 0.031 0.156 0.335
H 2.8192 -3.5567 6.2639 -0.119 0.291 -0.126
H 2.0231 -1.6015 7.6039 -0.060 -0.004 -0.299
H 0.7112 0.2110 6.4894 0.001 -0.309 -0.143
H 0.1251 0.0095 4.0815 0.229 -0.095 0.166
```
Positions in Å, forces in eV/Å.

LUMO (spin up / spin down) in eV: -6.063 / -7.373
Energy relative to the best compared isomer or geometry (same formula, charge and spin) in kJ/mol: 0.0
Total charge: +2
HOMO level (spin up / spin down) in eV: -13.16 / -13.35
Frontier orbital gap (spin up / spin down) in eV: 7.101 / 5.980
Spin multiplicity: 3

Record 2
The following is a quantum chemistry calculation of C37H49CaN6SeSi as an isolated structure, from OMol25.

XYZ file:
```
95
Properties=species:S:1:pos:R:3:forces:R:3
Ca 0.5736 -0.3522 1.0486 -0.031 0.441 0.341
N 0.6959 0.7427 -3.7155 0.001 0.062 0.018
C 0.0196 0.2956 -4.9506 -0.040 0.069 0.010
C 0.1142 -1.2293 -4.9973 0.036 -0.081 -0.083
C -0.8274 -1.8798 -3.9943 -0.013 0.033 0.132
N -0.4170 -1.4539 -2.6012 -0.252 0.182 -0.001
C -2.2750 -1.4797 -4.2768 0.050 -0.136 0.040
C -2.4995 0.0273 -4.2092 0.029 0.026 -0.038
N -2.4958 0.4110 -2.7944 -0.001 -0.020 0.077
C -1.4402 0.7725 -5.0374 0.019 0.014 0.041
H 1.7006 0.6414 -3.8189 0.003 0.012 -0.010
H 0.0425 -0.4981 -2.6672 -0.073 0.016 -0.201
H 0.5246 1.7231 -3.5204 -0.026 0.010 0.024
H 0.5284 0.6971 -5.8304 0.026 0.019 -0.030
H 1.1480 -1.5432 -4.8207 -0.024 0.009 -0.001
H -0.1546 -1.5930 -5.9901 -0.010 0.013 -0.018
H -0.7406 -2.9646 -4.0339 0.022 -0.035 0.007
H 0.2235 -2.0808 -2.1196 0.132 -0.245 0.145
H -1.2377 -1.3077 -2.0124 0.006 0.103 -0.013
H -2.9552 -1.9830 -3.5817 0.033 -0.004 -0.008
H -2.5199 -1.8536 -5.2723 0.001 -0.010 -0.031
H -3.4651 0.2462 -4.6753 -0.034 0.000 -0.049
H -3.3379 0.0742 -2.3355 0.000 -0.005 -0.001
H -2.5200 1.4158 -2.6720 0.027 0.070 0.007
H -1.4935 1.8435 -4.8212 0.026 0.005 0.010
H -1.7309 0.6710 -6.0862 -0.013 -0.006 0.012
C -0.5718 5.9283 -2.4439 -0.002 -0.010 0.009
C -0.7803 4.6618 -2.9742 0.004 -0.020 0.021
C -0.7777 3.5576 -2.1331 -0.022 0.117 -0.011
C -0.5818 3.6677 -0.7548 0.068 0.103 0.125
C -0.3892 4.9537 -0.2460 0.044 0.026 0.016
C -0.3790 6.0688 -1.0775 0.001 -0.014 0.011
Si -0.6842 2.1144 0.3317 -0.240 -0.084 -0.512
C -0.0631 2.5637 2.0683 -0.003 -0.022 0.019
C 1.1855 3.1838 2.2325 0.026 -0.006 0.021
C 1.7092 3.4305 3.4915 0.004 -0.016 0.009
C 1.0137 3.0276 4.6256 0.011 -0.008 -0.004
C -0.2039 2.3811 4.4890 -0.012 -0.001 -0.028
C -0.7390 2.1583 3.2242 0.033 -0.023 0.052
C -2.5651 1.8290 0.5029 0.001 -0.058 0.026
C -3.4956 2.8713 0.4452 -0.018 0.005 -0.018
C -4.8591 2.6374 0.5724 0.010 -0.012 -0.006
C -5.3327 1.3463 0.7683 0.006 0.015 -0.007
C -4.4337 0.2912 0.8330 0.023 0.005 -0.009
C -3.0736 0.5405 0.6915 -0.057 0.022 0.020
H -0.5657 6.7974 -3.0890 -0.002 -0.009 0.006
H -0.9461 4.5416 -4.0398 0.004 0.002 0.026
H -0.9564 2.5751 -2.5462 0.023 -0.103 -0.060
H -0.2457 5.0926 0.8200 -0.006 -0.002 -0.020
H -0.2258 7.0533 -0.6530 -0.001 -0.007 -0.004
H 1.7478 3.5007 1.3577 -0.013 -0.005 0.001
H 2.6644 3.9316 3.5916 -0.007 -0.007 0.005
H 1.4271 3.2077 5.6093 0.003 -0.006 -0.007
H -0.7461 2.0537 5.3675 0.005 -0.001 -0.006
H -1.7056 1.6718 3.1416 -0.008 0.010 -0.005
H -3.1483 3.8880 0.2943 0.001 -0.014 0.006
H -5.5550 3.4658 0.5245 0.006 -0.007 0.000
H -6.3948 1.1660 0.8742 0.008 -0.004 0.000
H -4.7892 -0.7190 0.9980 -0.005 0.007 0.001
H -2.3938 -0.3116 0.7384 0.027 0.003 -0.015
Se 0.6186 -1.8075 3.4147 0.076 -0.073 0.025
C 1.8701 -0.6685 4.3176 0.087 0.000 -0.104
C 1.7626 -0.4511 5.6905 -0.003 -0.001 0.015
C 2.7065 0.3113 6.3622 -0.021 -0.009 -0.012
C 3.7709 0.8871 5.6795 -0.028 0.034 0.022
C 3.8790 0.6974 4.3117 0.009 0.005 -0.049
C 2.9405 -0.0786 3.6438 -0.010 0.012 0.128
H 0.9389 -0.8966 6.2334 0.005 0.004 -0.010
H 2.6087 0.4544 7.4313 0.009 0.001 -0.011
H 4.5056 1.4788 6.2100 -0.007 -0.007 -0.011
H 4.6976 1.1448 3.7598 -0.018 -0.014 0.021
H 3.0793 -0.2452 2.5768 0.017 0.007 -0.053
C 3.7121 -4.3590 1.7446 -0.045 0.042 -0.022
C 4.0074 -3.1913 0.8275 0.073 0.099 -0.069
N 2.7671 -2.4739 0.5062 -0.436 -0.047 0.032
C 1.5983 -3.2111 0.3016 0.061 0.139 -0.043
N 0.5064 -2.5170 0.0251 0.149 -0.350 -0.008
C -0.7308 -3.3003 0.1399 -0.031 0.100 -0.066
C -0.5905 -4.6103 -0.6139 0.020 -0.016 -0.042
C 0.5136 -5.4000 0.0520 0.007 0.009 -0.022
N 1.6555 -4.5471 0.3823 0.095 -0.034 0.153
C 2.7604 -5.2807 1.0195 -0.084 -0.045 0.003
H 3.2524 -3.9854 2.6610 -0.022 0.008 0.044
H 4.6158 -4.9060 2.0109 0.019 0.028 -0.024
H 4.4679 -3.5279 -0.1035 0.008 -0.016 -0.006
H 4.6843 -2.4753 1.2882 0.014 0.021 -0.014
H 2.5616 -1.7932 1.2384 0.233 -0.359 0.111
H -1.5682 -2.7178 -0.2512 0.006 0.078 -0.015
H -0.9607 -3.4952 1.1949 0.015 -0.020 -0.012
H -0.3300 -4.4052 -1.6579 -0.025 -0.011 0.001
H -1.5108 -5.1938 -0.6125 -0.010 0.020 0.029
H 0.8635 -6.2153 -0.5850 0.036 0.009 0.006
H 0.1490 -5.8428 0.9826 -0.019 -0.021 -0.005
H 3.2809 -5.8584 0.2508 0.015 0.007 -0.014
H 2.3103 -5.9897 1.7172 -0.004 -0.021 -0.022
```
Positions in Å, forces in eV/Å.

LUMO in eV: -2.310
Energy relative to the best compared isomer or geometry (same formula, charge and spin) in kJ/mol: 110.7
Total charge: +1
HOMO level in eV: -8.85
Frontier orbital gap in eV: 6.539

Which of these has the lowest total charge? C37H49CaN6SeSi

Among the records above, which one has the highest energy relative to the best compared isomer or geometry (same formula, charge and spin)? C37H49CaN6SeSi

Among the records above, which one has the highest total charge? C37H49BrN2P2PdS